No. 1
A structure of composition C13H27N8O2Pd. Source: the Open Molecules 2025 dataset; level of theory: ωB97M-V with the def2-TZVPD basis set.

Summary:
2S+1: 1
Lowest unoccupied orbital energy, Ha: -0.0921
Energy relative to the best compared isomer or geometry (same formula, charge and spin), kcal/mol: 0.0
Net charge: +1
Calculated total energy, a.u.: -1227.7967
M, g mol⁻¹: 433.8
HOMO, eV: -11.56
Frontier orbital gap, hartree: 0.3328

Geometry (Å):
Pd (0.58332, 0.69357, -0.03337)
N (2.62068, 1.09558, -0.07148)
N (2.68244, 2.43730, 0.40091)
C (1.63692, 3.28361, -0.05468)
O (1.75753, 4.47917, 0.04396)
O (0.60290, 2.63567, -0.50997)
H (3.16488, 0.49997, 0.54217)
H (2.98875, 1.00224, -1.01687)
H (3.60390, 2.85243, 0.39459)
C (-3.76470, 0.77481, -1.92642)
N (-3.15317, 1.76709, -1.06615)
C (-3.80590, 3.06443, -0.90082)
C (-2.85702, 3.79799, 0.04564)
N (-2.08533, 2.70362, 0.61355)
C (-1.16098, 2.96516, 1.69226)
C (-2.18658, 1.59376, -0.13546)
N (-1.43117, 0.52282, 0.08344)
C (-1.80236, -0.83952, -0.27687)
C (-0.89728, -1.72599, 0.56166)
N (0.48049, -1.34191, 0.23561)
C (1.48819, -2.15926, 0.33722)
N (1.60287, -3.30567, 1.03514)
C (0.65667, -3.89774, 1.96376)
C (2.79691, -4.04906, 0.64236)
C (3.64381, -2.95251, 0.00116)
N (2.67274, -1.90097, -0.34827)
C (2.54417, -1.61476, -1.78058)
H (-4.32168, 1.30596, -2.69568)
H (-4.46290, 0.12942, -1.38876)
H (-3.01496, 0.17106, -2.42757)
H (-4.80853, 2.94455, -0.48093)
H (-3.88941, 3.55758, -1.86803)
H (-3.38812, 4.32697, 0.83594)
H (-2.19927, 4.50133, -0.47087)
H (-1.71546, 3.40682, 2.52209)
H (-0.38219, 3.66073, 1.38062)
H (-0.71728, 2.03283, 2.03103)
H (-1.63740, -1.06783, -1.33388)
H (-2.84347, -1.05277, -0.02472)
H (-1.08531, -2.77420, 0.32550)
H (-1.12166, -1.54269, 1.61478)
H (0.13683, -3.12650, 2.52254)
H (1.21654, -4.50358, 2.67393)
H (-0.06732, -4.54089, 1.46148)
H (2.54378, -4.86379, -0.04155)
H (3.27668, -4.47423, 1.52239)
H (4.17103, -3.29278, -0.88679)
H (4.37675, -2.56303, 0.70790)
H (2.19812, -2.48911, -2.34187)
H (3.51789, -1.32080, -2.16926)
H (1.83463, -0.80694, -1.94080)

=====

No. 2
A cluster of 3 separate species, C13H27O7PS2 in total in a non-equilibrium geometry. Source: the Open Molecules 2025 dataset; level of theory: ωB97M-V with the def2-TZVPD basis set.

Summary:
2S+1: 1
Lowest unoccupied orbital energy, Ha: 0.0182
Calculated total energy, a.u.: -2175.9370
M, g mol⁻¹: 390.5
SMILES: CCP(CC)OC(=O)O.O=S1(=O)CCCC1.O=S1(=O)CCCC1
HOMO, eV: -7.83
Frontier orbital gap, hartree: 0.3058

Geometry (Å):
C (-0.93030, 1.02782, 1.36125)
C (-2.11494, 0.41933, 0.59870)
P (-3.39208, 1.62985, 0.05123)
C (-4.99108, 0.77852, 0.34830)
C (-5.25858, 0.23479, 1.76480)
O (-3.27010, 2.93558, 1.17257)
C (-4.40592, 3.60489, 1.36296)
O (-5.01249, 4.17082, 0.55908)
O (-4.78198, 3.58956, 2.63975)
H (-1.04295, 2.07084, 1.62419)
H (-0.05137, 0.95029, 0.74251)
H (-0.72783, 0.44403, 2.24321)
H (-2.59095, -0.33194, 1.21762)
H (-1.71005, -0.03636, -0.28996)
H (-5.79779, 1.40789, 0.01738)
H (-4.96740, -0.05893, -0.33360)
H (-4.33372, -0.02464, 2.26208)
H (-5.84422, 0.91074, 2.36370)
H (-5.83544, -0.67774, 1.71139)
H (-4.17587, 2.98967, 3.09959)
C (1.83152, -1.83419, -3.69638)
C (1.49193, -3.30985, -3.44965)
C (0.42754, -3.35573, -2.34628)
S (-0.48047, -1.81171, -2.46502)
O (-0.23801, -1.04826, -1.26482)
O (-1.81858, -2.06749, -2.93123)
C (0.49238, -1.10777, -3.78907)
H (2.42010, -1.69982, -4.60280)
H (2.41054, -1.44363, -2.85599)
H (1.09313, -3.75095, -4.36568)
H (2.37263, -3.88400, -3.16649)
H (-0.26699, -4.18178, -2.47575)
H (0.87646, -3.39962, -1.35541)
H (0.56931, -0.03191, -3.65008)
H (-0.01845, -1.32968, -4.72558)
C (5.26313, 0.77325, 1.74902)
C (4.16488, 1.83808, 1.62992)
C (3.00400, 1.21472, 0.84411)
S (3.07778, -0.55258, 1.16150)
O (3.38745, -1.22941, -0.07427)
O (1.95839, -0.94557, 1.97584)
C (4.55446, -0.50994, 2.17133)
H (6.02944, 1.05993, 2.46770)
H (5.74636, 0.63005, 0.78001)
H (3.82368, 2.12212, 2.62738)
H (4.52865, 2.74003, 1.14005)
H (2.03850, 1.59081, 1.17038)
H (3.11659, 1.36321, -0.22814)
H (5.14011, -1.40918, 1.99564)
H (4.23856, -0.46417, 3.21304)

=====

No. 3
A structure of composition C13H28AlClO6P in a non-equilibrium geometry. Source: the Open Molecules 2025 dataset; level of theory: ωB97M-V with the def2-TZVPD basis set.

Summary:
2S+1: 1
Lowest unoccupied orbital energy, Ha: 0.0990
Net charge: -1
Calculated total energy, a.u.: -2007.7662
M, g mol⁻¹: 373.8
HOMO, eV: -5.43
Frontier orbital gap, hartree: 0.2985

Geometry (Å):
C (-4.56957, -0.43776, -2.05830)
C (-3.37367, 0.40820, -2.39903)
C (-3.42132, 1.30386, -3.62238)
C (-2.25227, 0.35226, -1.65676)
C (-2.16314, 0.04638, -0.18207)
C (-3.32519, 0.60090, 0.66517)
C (-2.85881, 1.35208, 1.92844)
C (-2.30256, 2.70381, 1.46835)
C (-1.91105, 0.49109, 2.79063)
C (-0.78224, 1.23312, 3.55204)
Al (1.03505, 1.12873, 2.68205)
Cl (1.24551, 2.32779, 0.82193)
P (1.50968, -1.17111, 2.21542)
O (2.95735, -1.44926, 2.16035)
O (0.80382, -1.56617, 0.76193)
O (0.74913, -2.14359, 3.31767)
H (-4.71653, -1.20905, -2.81633)
H (-4.38297, -0.96284, -1.12582)
H (-5.49088, 0.14290, -1.96492)
H (-2.81174, 2.17874, -3.42156)
H (-2.97981, 0.82803, -4.50346)
H (-4.44793, 1.59403, -3.83175)
H (-1.30553, 0.51542, -2.16803)
H (-2.17731, -1.04883, -0.06310)
H (-1.19078, 0.34595, 0.20070)
H (-4.04780, -0.17315, 0.92834)
H (-3.87059, 1.31468, 0.04312)
H (-3.76388, 1.54641, 2.50973)
H (-1.56834, 2.57087, 0.67744)
H (-3.13229, 3.25620, 1.01580)
H (-1.92129, 3.32360, 2.27209)
H (-1.46575, -0.32675, 2.21978)
H (-2.54614, 0.00595, 3.54053)
H (-1.05306, 2.24976, 3.83336)
H (-0.62690, 0.69112, 4.49158)
H (2.12576, 1.68130, 3.72122)
H (-0.02029, -2.04147, 0.89404)
H (-0.05633, -2.51302, 2.95062)
C (4.31025, -0.67411, -0.31914)
O (4.71348, -0.93394, -1.68601)
C (5.84380, -1.59495, -1.82195)
O (6.56677, -1.99226, -0.94531)
O (6.07631, -1.76222, -3.13749)
C (7.27759, -2.46795, -3.42403)
H (3.37443, -0.12757, -0.37024)
H (4.15318, -1.59788, 0.22233)
H (5.05743, -0.06316, 0.18234)
H (7.24757, -3.47167, -3.00229)
H (8.14381, -1.93098, -3.03981)
H (7.34503, -2.53350, -4.50726)

=====

No. 4
A cluster of 3 separate species, C13H28BBrClO8 in total. Source: the Open Molecules 2025 dataset; level of theory: ωB97M-V with the def2-TZVPD basis set.

Summary:
2S+1: 1
Lowest unoccupied orbital energy, Ha: 0.0808
Net charge: -1
Calculated total energy, a.u.: -4173.2383
M, g mol⁻¹: 438.5
HOMO, eV: -4.74
Frontier orbital gap, hartree: 0.2549

Geometry (Å):
C (3.30094, -1.08733, -4.14159)
C (3.57808, -2.42577, -3.44170)
O (2.58042, -3.39025, -3.68114)
C (1.41665, -3.19051, -2.89034)
C (0.40391, -4.30261, -3.17488)
O (-0.30319, -4.67488, -2.03244)
B (-1.65745, -4.11113, -1.93956)
Br (-2.56164, -5.10923, -0.31972)
C (-1.69299, -2.49296, -1.66716)
C (-2.28764, -1.71165, -2.83825)
C (-1.99503, -0.22338, -2.87342)
Cl (-2.34044, 0.62357, -1.32035)
H (2.93613, -0.32550, -3.45188)
H (2.53639, -1.23623, -4.90464)
H (4.19958, -0.69582, -4.61999)
H (4.51398, -2.85886, -3.79986)
H (3.68242, -2.27014, -2.35908)
H (1.66510, -3.22091, -1.82199)
H (0.99006, -2.20028, -3.10260)
H (-0.27931, -3.98350, -3.97643)
H (0.96891, -5.16041, -3.56368)
H (-2.32945, -4.40846, -2.92375)
H (-2.29287, -2.28591, -0.77893)
H (-0.68930, -2.10546, -1.44622)
H (-3.36729, -1.87650, -2.88020)
H (-1.88739, -2.10861, -3.78068)
H (-2.59821, 0.29453, -3.61651)
H (-0.94472, -0.03669, -3.09311)
C (-1.02725, 2.62737, 1.27645)
O (-0.78574, 4.03110, 1.49477)
C (-1.80858, 4.70184, 2.00044)
O (-2.88378, 4.25634, 2.30737)
O (-1.44491, 5.98730, 2.13328)
C (-2.46826, 6.82656, 2.66972)
H (-0.09493, 2.22917, 0.89083)
H (-1.27385, 2.13525, 2.21439)
H (-1.81984, 2.46716, 0.55103)
H (-2.75960, 6.49191, 3.66413)
H (-3.34432, 6.82605, 2.02334)
H (-2.03454, 7.82127, 2.71743)
C (0.80417, 3.10202, 4.68271)
O (1.36612, 1.99930, 5.40635)
C (1.37175, 0.85233, 4.72235)
O (0.97373, 0.70906, 3.59700)
O (1.89018, -0.10165, 5.49333)
C (1.93522, -1.39276, 4.86673)
H (0.87251, 3.95340, 5.35297)
H (1.36495, 3.29045, 3.76929)
H (-0.23577, 2.90198, 4.42944)
H (2.55103, -1.35986, 3.97047)
H (0.93358, -1.72355, 4.60106)
H (2.37253, -2.05716, 5.60523)

=====

No. 5
A cluster of 3 separate species, C13H28BNO10P3S in total in a non-equilibrium geometry. Source: the Open Molecules 2025 dataset; level of theory: ωB97M-V with the def2-TZVPD basis set.

Summary:
2S+1: 1
Lowest unoccupied orbital energy, Ha: 0.0331
Net charge: -1
Calculated total energy, a.u.: -2766.4212
M, g mol⁻¹: 494.2
HOMO, eV: -2.88
Frontier orbital gap, hartree: 0.1389

Geometry (Å):
C (2.20987, 2.81088, -4.22676)
C (0.91793, 2.32326, -4.13360)
B (-0.40668, 3.23101, -4.08253)
C (-1.74035, 2.48134, -4.63909)
C (-3.00368, 2.78349, -4.12608)
C (-4.08308, 2.11509, -4.69630)
C (-3.86199, 1.20765, -5.70922)
N (-2.68222, 0.84758, -6.21363)
C (-1.67203, 1.51427, -5.64087)
P (-0.22160, 4.91506, -5.04514)
O (0.37403, 6.07646, -4.03452)
O (-1.71878, 5.44984, -5.46603)
S (0.82719, 4.87437, -6.68316)
H (2.70584, 2.69992, -5.19456)
H (2.71780, 3.28714, -3.39118)
H (0.78104, 1.23421, -4.08809)
H (-0.64917, 3.48323, -2.89485)
H (-3.10490, 3.51787, -3.33546)
H (-5.09494, 2.29926, -4.35307)
H (-4.73255, 0.72607, -6.15294)
H (-0.68244, 1.26358, -6.01181)
H (-0.35932, 6.31222, -3.45141)
H (-2.28104, 5.51472, -4.68274)
C (-0.21489, 1.55838, 0.92330)
O (1.05918, 1.59634, 1.57793)
P (2.33951, 1.14754, 0.63974)
O (2.04004, 1.73241, -0.68013)
O (1.93042, -0.43966, 0.75617)
C (1.55987, -0.98740, 2.02047)
O (3.91913, 0.67824, 0.49670)
C (4.90637, 1.72475, 0.48837)
H (-0.97070, 1.54531, 1.70907)
H (-0.35146, 2.44579, 0.30973)
H (-0.31713, 0.66397, 0.30965)
H (0.48645, -1.13950, 2.02178)
H (1.82291, -0.32086, 2.84390)
H (2.10303, -1.91658, 2.13394)
H (4.83869, 2.33462, 1.38952)
H (4.78296, 2.35299, -0.39431)
H (5.88565, 1.25316, 0.45779)
C (-2.48114, -5.83078, 6.59597)
O (-1.52879, -4.80809, 6.29970)
P (-0.77423, -4.94801, 4.86327)
O (-1.81002, -5.40248, 3.91513)
O (0.21693, -6.15099, 5.33061)
C (0.83861, -6.11217, 6.61611)
O (0.38224, -4.29425, 3.92736)
C (0.10537, -3.01025, 3.31519)
H (-2.64444, -5.80311, 7.67266)
H (-3.42043, -5.62983, 6.08646)
H (-2.10491, -6.81322, 6.31304)
H (0.35926, -6.84433, 7.26794)
H (0.76678, -5.13192, 7.08505)
H (1.88881, -6.37536, 6.50068)
H (-0.13914, -2.26961, 4.07825)
H (-0.72040, -3.10313, 2.60759)
H (1.00650, -2.67045, 2.77446)